# 1
Molecular formula: C6H22N2O3
Method: DFT, wB97M-V/def2-TZVPD

Geometry as XYZ:
```
33
Properties=species:S:1:pos:R:3:mulliken_charge:R:1
C -0.42521 1.39606 2.46375 -1.191
C -0.95025 0.46869 1.38940 -0.352
N 0.04109 0.13187 0.36249 0.399
C -0.61206 -0.40658 -0.84384 -0.812
C -0.86038 0.64110 -1.92310 -1.101
C 1.10548 -0.74768 0.83772 -1.014
C 2.46577 -0.49460 0.04885 -1.331
N 2.60247 -1.03571 -1.27635 -0.447
H 0.67390 1.34719 2.45843 0.309
H -0.60289 2.44561 2.24133 0.362
H -0.65542 1.08737 3.48070 0.308
H -1.49598 -0.41139 1.77767 0.409
H -1.77795 0.92671 0.83058 0.310
H -1.59039 -0.90185 -0.71674 0.386
H 0.06004 -1.18245 -1.17402 0.627
H -1.85970 1.07854 -1.83463 0.472
H -0.15674 1.46216 -1.98060 -0.137
H -0.91087 0.19872 -2.92346 0.440
H 1.37761 -0.66461 1.88810 0.740
H 0.92682 -1.77446 0.46712 0.641
H 2.59124 0.59963 0.04528 0.376
H 3.26162 -0.81337 0.72041 0.451
H 2.82503 -2.01209 -1.31587 0.234
H 1.89688 -0.70387 -1.90721 0.232
O -4.06735 0.46206 -0.63847 -0.670
H -3.10597 0.35989 -0.56859 0.124
H -4.26624 -0.46284 -0.86078 0.330
O -0.74670 -2.95179 2.26135 -0.700
H -0.69617 -2.53495 3.13506 0.306
H -0.08899 -2.42481 1.78473 0.246
O 2.05071 2.62940 -2.46418 -0.667
H 2.13821 1.85335 -1.90743 0.383
H 1.12503 2.72240 -2.68555 0.337
```

net charge	0
highest occupied orbital energy	-8.875	eV
DFT total energy	-576.96777	Eh
structure (SMILES)	CCN(CC)CCN.O.O.O

***

# 2
Molecular formula: C28H70O7
Method: DFT, wB97M-V/def2-TZVPD

Geometry as XYZ:
```
105
Properties=species:S:1:pos:R:3:mulliken_charge:R:1
C -5.65427 -2.91122 2.33218 -0.901
C -4.64027 -2.83522 3.41118 -0.238
O -3.40927 -2.38822 2.82318 -0.118
C -2.31927 -2.23422 3.76318 -0.965
C -1.16327 -1.62322 3.19218 0.112
H -5.67727 -1.98822 1.65318 0.114
H -6.63227 -3.04422 2.93018 0.357
H -5.38127 -3.62122 1.52718 0.242
H -4.38927 -3.91922 3.67618 0.233
H -4.87827 -2.06222 4.25918 0.302
H -2.08427 -3.16122 4.26318 0.343
H -2.80527 -1.59422 4.46018 0.400
H -0.73427 -2.17122 2.37218 0.062
H -0.22927 -1.53822 3.94418 0.286
H -1.40427 -0.47122 2.93018 -0.240
C 2.41873 3.01278 0.12918 -1.264
C 3.39773 3.58678 -0.71882 -0.930
O 4.69173 2.97078 -0.40882 -0.133
C 5.68573 3.62778 -1.01382 -0.460
C 7.01273 3.31778 -0.57782 -1.400
H 1.39373 3.46678 -0.12582 0.357
H 2.41673 3.03278 1.11818 0.653
H 2.13273 2.10478 -0.07882 0.209
H 3.40473 4.52978 -0.59182 0.656
H 3.12573 3.50578 -1.72882 0.435
H 5.50573 4.73278 -1.04482 0.349
H 5.54873 3.39278 -1.94682 0.524
H 7.82673 3.77078 -1.24982 0.319
H 7.07873 2.32978 -0.59382 0.385
H 7.11673 3.61778 0.44018 0.327
C -0.20527 -3.12922 -2.78682 -0.787
C 1.18773 -3.14822 -2.01382 -0.739
O 1.07473 -2.27522 -0.87482 -0.049
C 2.15273 -2.32722 0.03018 -0.900
C 1.91773 -1.12822 0.86118 -1.019
H -0.11327 -3.69222 -3.62582 0.597
H -0.36327 -2.01722 -3.06782 0.067
H -0.98027 -3.17822 -2.05682 0.075
H 1.86573 -2.69122 -2.59382 0.474
H 1.52473 -4.16722 -1.68282 0.396
H 3.01373 -2.24522 -0.48782 0.607
H 2.17573 -3.17822 0.63118 0.409
H 1.65673 -0.28622 0.40718 0.448
H 2.63073 -0.77622 1.59918 0.405
H 1.04273 -1.06022 1.46218 0.133
C 0.58473 1.29178 3.33218 -0.810
C -0.64427 2.24078 2.89918 -0.768
O -1.42227 1.38578 2.09018 -0.093
C -2.47627 2.12578 1.37418 -0.742
C -3.19327 1.21478 0.45618 -1.165
H 1.00973 0.88378 2.37618 -0.188
H 0.52873 0.45178 4.02118 0.473
H 1.46373 1.79878 3.62918 0.637
H -0.19127 2.82578 2.17318 0.412
H -1.08027 2.58478 3.72618 0.372
H -1.97827 3.13978 1.10818 0.377
H -3.34327 2.60978 2.12618 0.210
H -3.85027 0.72878 0.95718 0.797
H -2.60027 0.59078 -0.31582 -0.203
H -3.90127 1.75278 -0.16582 0.431
C -5.31127 -0.66922 -4.25482 -1.251
C -5.40827 -1.52322 -3.02082 -0.786
O -4.31227 -1.16822 -2.17782 -0.121
C -4.07527 -2.17522 -1.15082 -0.302
C -3.06727 -1.75922 -0.31282 0.424
H -5.95427 -1.01822 -5.09582 0.372
H -4.35227 -0.42122 -4.57082 0.402
H -5.44227 0.42278 -3.87382 0.217
H -5.12227 -2.50222 -3.50582 0.306
H -6.18227 -1.52422 -2.62882 0.757
H -3.88427 -3.16022 -1.69282 0.283
H -5.07027 -2.50222 -0.64582 0.099
H -2.14227 -1.53922 -0.85282 -0.227
H -2.64327 -2.43922 0.37518 0.645
H -3.56027 -0.83922 0.26718 -0.605
C -0.18427 0.85878 -2.13082 -0.219
C -1.55927 1.07078 -2.91082 0.102
O -1.86027 2.39178 -2.98782 -0.278
C -2.88027 2.56678 -3.87782 0.291
C -3.17827 4.03978 -3.87282 -1.328
H 0.07273 -0.16022 -2.29282 0.002
H -0.36627 0.99878 -1.06882 -0.207
H 0.76573 1.53778 -2.55582 0.147
H -2.39427 0.37378 -2.51882 -0.200
H -1.14227 0.87078 -3.96982 0.503
H -3.71527 1.86078 -3.70182 -0.074
H -2.53927 2.46678 -4.97582 0.222
H -3.83327 4.31978 -2.92682 0.259
H -4.03027 4.50378 -4.58582 0.313
H -2.34527 4.63278 -3.91882 0.365
C 4.69173 0.96178 2.77818 -1.367
C 5.45773 0.26778 1.59518 -0.698
O 5.38773 -1.07922 2.00518 -0.306
C 5.99173 -1.96422 1.07618 -0.218
C 5.49973 -3.23222 1.39318 -1.073
H 4.54973 2.00278 2.49418 0.290
H 5.27173 0.80378 3.61818 0.539
H 3.75573 0.52878 3.19418 0.219
H 6.50773 0.56278 1.66118 0.456
H 4.92373 0.19578 0.80318 0.774
H 7.10773 -1.94322 1.20018 0.283
H 5.64573 -1.65022 0.14118 0.323
H 5.84373 -4.09322 0.77218 0.340
H 4.40673 -3.23822 1.44118 0.200
H 5.83473 -3.39922 2.52918 0.257
```

net charge	0
highest occupied orbital energy	-9.381	eV
DFT total energy	-1634.86709	Eh
structure (SMILES)	CCOCC.CCOCC.CCOCC.CCOCC.CCOCC.CCOCC.CCOCC

***

> What is the highest occupied orbital energy in the first record?

-8.875 eV